(1)
Molecular formula: H14O7
Method: DFT, ωB97M-V/def2-TZVPD

```
21
H14O7 | OMol25 | ωB97M-V/def2-TZVPD
O -2.27426 0.59528 -1.06359
H -1.53870 0.44123 -0.47076
H -2.55053 -0.27986 -1.33571
O 1.11442 0.95776 -0.90660
H 1.03595 1.75361 -0.38058
H 0.77341 1.20384 -1.76648
O 2.07991 -0.53836 -0.52875
H 1.52002 0.23122 -0.42631
H 1.89479 -1.07421 0.24250
O -0.42685 -1.01837 -2.45168
H -0.44593 -1.53203 -1.64419
H 0.40572 -1.24952 -2.86353
O -1.08819 0.61849 2.63293
H -1.39712 -0.16259 3.09196
H -0.25611 0.35323 2.24112
O 0.46639 -0.03488 1.60870
H 0.69703 -0.86745 2.02086
H 0.76294 0.63054 2.22959
O -0.53586 -0.25115 -0.20559
H 0.06596 0.28077 -0.72626
H -0.30305 -0.05757 0.70246
```

E_HOMO, eV: -8.7782
Charge: 0
Kohn-Sham gap, eV: 8.09
Energy above the lowest of the compared OMol25 structures with the same formula, charge and spin, kJ/mol: 1482.8
Multiplicity: 1

Mulliken atomic charge list, values in e, 6 entries: O -0.808; H 0.314; H 0.260; O -0.534; H 0.328; H 0.406

(2)
Molecular formula: H14O7
Method: DFT, ωB97M-V/def2-TZVPD

```
21
H14O7 | OMol25 | ωB97M-V/def2-TZVPD
O -0.87768 -3.30553 0.57714
H -0.02609 -3.69417 0.63517
H -0.94509 -2.80334 -0.23189
O 2.44316 -0.27253 0.28725
H 2.70885 -0.88634 0.96360
H 2.86565 -0.73916 -0.39308
O -0.36442 0.17185 0.52683
H 0.57084 -0.11837 0.54711
H -0.94038 -0.43526 0.99274
O -0.97902 2.61211 1.62484
H -0.65312 3.47446 1.39601
H -0.57041 1.83785 1.05364
O -3.55723 -0.75410 1.02404
H -3.70936 -1.63981 1.32121
H -3.16642 -0.83673 0.14493
O 1.35642 0.45806 -2.39654
H 1.50005 0.03727 -3.23677
H 0.42555 0.26343 -2.35252
O 1.24985 2.59382 -0.86303
H 1.48427 2.11327 -0.09274
H 1.18459 1.92322 -1.52793
```

E_HOMO, eV: -9.8424
Charge: 0
Kohn-Sham gap, eV: 9.53
Energy above the lowest of the compared OMol25 structures with the same formula, charge and spin, kJ/mol: 213.1
Multiplicity: 1

Mulliken atomic charge list, values in e, 6 entries: O -0.602; H 0.291; H 0.309; O -0.594; H 0.278; H 0.280

(3)
Molecular formula: H14O7Pt
Method: DFT, ωB97M-V/def2-TZVPD

```
22
H14O7Pt | OMol25 | ωB97M-V/def2-TZVPD
Pt 0.15208 -0.03707 0.10870
O 2.00817 1.16196 -0.41129
H 2.16528 1.61778 -1.23819
H 2.65367 1.53007 0.19208
O -0.51658 1.75590 -1.37929
H 0.08524 2.27201 -1.91564
H -1.38787 2.01599 -1.67837
O -2.13432 -0.29883 -0.39664
H -2.39313 -1.18878 -0.63589
H -2.96118 0.15916 -0.24569
O -0.49183 -2.14716 0.72073
H -1.34319 -2.56289 0.58443
H -0.27957 -2.32939 1.63614
O -0.48519 1.41568 1.59437
H -1.36105 1.79144 1.50549
H -0.10166 1.87504 2.34145
O 0.36634 -1.26276 -1.80953
H -0.16872 -0.93927 -2.53431
H 0.58797 -2.16050 -2.05689
O 1.59899 -0.84265 1.59399
H 1.45683 -0.94770 2.53473
H 2.54981 -0.87808 1.48954
```

E_HOMO (alpha / beta), eV: -17.3701 / -17.1541
Charge: +2
Kohn-Sham gap (alpha / beta), eV: 10.44 / 8.89
Energy above the lowest of the compared OMol25 structures with the same formula, charge and spin, kJ/mol: 56.1
Multiplicity: 3

Mulliken atomic charge list, values in e, 6 entries: Pt 1.724; O -0.553; H 0.282; H 0.306; O -0.503; H 0.260

(4)
Molecular formula: H15NaO8
Method: DFT, ωB97M-V/def2-TZVPD

```
24
H15NaO8 | OMol25 | ωB97M-V/def2-TZVPD
Na -5.35761 -5.52058 0.13004
O -5.95822 -3.73368 -1.52874
H -6.47354 -3.21920 -0.87736
O -3.84229 -4.79399 -2.75091
H -4.50525 -4.34269 -2.22837
H -4.34384 -5.35676 -3.34080
O -4.65540 -6.72469 2.25004
H -3.86084 -6.35684 2.63683
H -4.99387 -7.32067 2.91823
O -5.85118 -3.56584 2.12599
H -5.72757 -2.68613 2.48244
H -5.76056 -4.14601 2.88191
O -5.86106 -7.23772 -1.77276
H -6.38214 -8.03474 -1.87000
H -5.53190 -7.05727 -2.65328
O -2.32424 -5.00438 1.90585
H -2.57730 -5.27434 1.02306
H -1.45829 -4.61114 1.79757
O -7.90066 -5.46349 0.59465
H -8.25174 -5.21695 1.45033
H -8.57207 -5.18687 -0.02898
O -2.85381 -6.27699 -0.42751
H -2.46715 -7.06446 -0.81041
H -2.91012 -5.65869 -1.15604
```

E_HOMO (alpha / beta), eV: -14.2360 / -14.2359
Charge: +1
Kohn-Sham gap (alpha / beta), eV: 11.12 / 7.24
Multiplicity: 2

Mulliken atomic charge list, values in e, 6 entries: Na 0.722; O -0.445; H 0.354; O -0.626; H 0.407; H 0.268

no.,DFT total energy (eV)
1,-14546.093
2,-14559.253
3,-17788.042
4,-21034.188